Molecular formula: C43H47ClGeHfIN4O4S
Method: DFT, wB97M-V/def2-TZVPD

**Charge**: +2
**Total energy**: -5467.40777 Ha
**2S+1**: 2
**Expectation value of S²**: 0.755
**E_LUMO (spin up / spin down)**: -5.52 / -6.89 eV
**ΔE to the lowest compared entry with this formula, charge and spin**: 0.0 kcal/mol
**HOMO (spin up / spin down)**: -12.43 / -13.06 eV

Element x y z (Å)
Hf 0.03653 0.40799 0.90128
C -2.31235 2.17574 1.97717
C -1.27090 2.62510 2.98662
N 0.02909 1.95979 2.71462
C 0.71619 1.49684 3.94645
C 0.11597 0.21811 4.50661
S -0.18398 -1.05572 3.23520
C -1.96950 -1.27452 3.34488
C -2.72807 -0.00194 3.01733
N -2.21423 0.70463 1.81039
H -2.14062 2.63738 1.00602
H -3.30909 2.47474 2.31333
H -1.59134 2.38892 4.00050
H -1.15020 3.70814 2.94149
H 0.63823 2.68876 2.33647
H 0.66375 2.27820 4.70915
H 1.76179 1.34806 3.69675
H -0.83620 0.39587 5.00588
H 0.78984 -0.21286 5.24444
H -2.22760 -1.63078 4.34201
H -2.19913 -2.07050 2.63856
H -2.67263 0.68527 3.85865
H -3.78126 -0.24283 2.87706
H -2.81417 0.43790 1.03280
C 1.59305 1.94834 0.10939
C 2.12840 3.04431 0.96679
C 3.23664 2.87564 1.80088
C 3.65271 3.88552 2.65237
C 2.96602 5.09784 2.69066
C 1.87912 5.29913 1.84379
C 1.47166 4.28319 0.99537
C 3.37225 6.13527 3.60163
N 3.67549 6.95993 4.34146
H 2.40982 1.29077 -0.20006
H 1.22033 2.41455 -0.79882
H 3.77653 1.93729 1.78331
H 4.51324 3.74068 3.29236
H 1.36627 6.25208 1.84915
H 0.63582 4.45299 0.32140
N -2.35393 2.17028 -2.30443
C -1.19168 1.72048 -1.88121
O -1.11502 1.18364 -0.73520
C -0.02068 1.82302 -2.80611
I 0.51864 3.86270 -3.12842
H -3.18632 2.06421 -1.74794
H -2.43636 2.60393 -3.21178
H -0.27609 1.42633 -3.78433
H 0.84232 1.29529 -2.41277
C 5.04341 1.55014 -1.43323
C 4.09041 0.58809 -2.08674
C 3.55937 0.84246 -3.34617
C 2.70498 -0.06810 -3.94455
Cl 2.01011 0.30258 -5.49478
C 2.39228 -1.26068 -3.32148
C 2.89558 -1.51886 -2.05294
C 3.71337 -0.58869 -1.43531
O 4.23947 -0.75327 -0.16328
C 3.56557 -1.59261 0.75859
C 2.24166 -0.94453 1.10195
O 2.10176 -0.03163 1.94376
O 1.19710 -1.26349 0.40448
H 5.34336 2.32805 -2.13280
H 5.93685 1.03782 -1.07809
H 4.58584 2.03063 -0.56681
H 3.83004 1.75219 -3.86730
H 1.77601 -1.99960 -3.81514
H 2.62096 -2.44870 -1.57154
H 4.19084 -1.64839 1.64602
H 3.38856 -2.59798 0.37043
C -3.14716 -0.23830 -5.05023
C -4.06488 -0.55576 -4.05580
C -3.62684 -1.05697 -2.83880
C -2.26151 -1.23804 -2.59235
C -1.35110 -0.91496 -3.60102
C -1.79052 -0.42413 -4.82418
Ge -1.63476 -2.04214 -0.94942
C -3.07132 -2.52052 0.25933
C -3.04294 -3.77706 0.87732
C -4.05680 -4.16243 1.74265
C -5.11774 -3.30301 2.00127
C -5.17094 -2.06223 1.38009
C -4.15307 -1.67307 0.51975
C -0.33505 -3.44762 -1.21977
C 0.33490 -4.04430 -0.14804
C 1.22772 -5.08090 -0.36382
C 1.46864 -5.53461 -1.65599
C 0.79947 -4.96249 -2.72692
C -0.10113 -3.92675 -2.51023
H -3.49263 0.13016 -6.00733
H -5.12505 -0.43718 -4.23930
H -4.36139 -1.34498 -2.09798
H -0.28626 -1.04786 -3.43813
H -1.06811 -0.20242 -5.60065
H -2.23872 -4.46925 0.66272
H -4.02912 -5.14142 2.20320
H -5.91301 -3.60913 2.66801
H -6.01600 -1.40698 1.55328
H -4.22683 -0.70844 0.02431
H 0.16503 -3.69519 0.86473
H 1.73142 -5.54463 0.47527
H 2.16588 -6.34506 -1.82288
H 0.96770 -5.32943 -3.73119
H -0.63376 -3.50802 -3.35412